Record 1
Here is one molecule with the formula C3H4O3 from the OMol25 dataset. Energies are from the ωB97M-V functional and the def2-TZVPD basis.

Values from the calculation:
ΔE to the lowest compared entry with this formula, charge and spin = 2.7056 eV
multiplicity = 1
Kohn-Sham gap = 10.880 eV
lowest unoccupied orbital energy = 0.02878 hartree
HOMO level = -10.10 eV
DFT total energy = -342.356506 Eh

Geometry (Å):
C 0.15701 0.53848 0.59218
C 0.72601 -0.85495 0.14130
C -1.19621 -0.13795 0.01574
H -0.05083 1.16466 -1.31528
H 0.27106 1.01243 1.62611
H 1.21954 -1.64023 0.62698
H 1.43972 -0.56812 -0.72414
O 0.34072 1.42139 -0.49459
O -0.52803 -1.17044 -0.51214
O -2.37901 0.23474 0.04383

Forces on the atoms, in the same order (eV/Å):
C -2.2 -1.6 -0.9
C 1.6 3.0 -3.5
C -2.8 2.5 3.3
H -0.5 -0.6 -0.5
H -0.1 -0.6 -1.8
H -0.2 -1.1 1.5
H -0.8 -0.6 1.4
O 1.9 2.2 1.6
O -0.9 -1.1 -0.1
O 4.0 -2.0 -0.9



Record 2
Here is C3H4O3Pt as an isolated structure from the OMol25 dataset. Energies are from the ωB97M-V functional and the def2-TZVPD basis.

Values from the calculation:
net charge = +2
ΔE to the lowest compared entry with this formula, charge and spin = 4.7325 eV
multiplicity = 3
Kohn-Sham gap (alpha / beta) = 6.813 / 5.990 eV
lowest unoccupied orbital energy (alpha / beta) = -0.45134 / -0.48144 hartree
HOMO level (alpha / beta) = -19.09 / -19.09 eV
DFT total energy = -460.541561 Eh

Geometry (Å):
O 0.40744 1.29590 -1.74979
C 0.40165 0.13392 -1.82727
C 0.30904 -1.05668 -1.00171
H 1.52110 -0.78185 -1.67823
H 0.52850 -2.00606 -1.50914
H -0.71163 -1.38204 -0.75494
Pt -0.00097 1.95473 0.63865
O 0.14850 0.07296 0.71576
C -0.27741 -0.17727 1.91248
O -0.82985 1.01133 2.27921
H -1.49636 0.93505 2.97498

Forces on the atoms, in the same order (eV/Å):
O 0.5 -1.5 -1.4
C -2.8 0.6 1.7
C 2.7 -0.7 -7.7
H -0.2 -1.0 3.6
H 0.1 -0.4 -1.2
H -0.1 0.7 1.4
Pt 0.4 5.5 -1.7
O 0.2 -2.8 4.8
C 0.1 1.1 -2.2
O -0.6 -1.8 1.8
H -0.3 0.3 0.8



What max |F| values result from the calculations? In sequence: 4.98 8.18 eV/A.